[1]
{"formula": "Cl2OS", "method": "ωB97M-V/def2-TZVPD", "e_above_lowest_kj_mol": 435.54, "energy_ha": -1393.63266, "total_charge": 0, "lumo_ha": [-0.1008, -0.1010], "elements": ["O", "S", "Cl", "Cl"], "positions_angstrom": [[-1.104, -0.820, -0.143], [1.420, -0.889, 0.088], [-1.444, 0.663, 0.031], [1.128, 1.045, 0.023]]}

---

[2]
{"formula": "Cl3HSSi", "method": "ωB97M-V/def2-TZVPD", "e_above_lowest_kj_mol": 166.93, "smiles": "S=[Si](Cl)Cl.Cl", "energy_ha": -2068.96921, "total_charge": 0, "lumo_ha": -0.0295, "elements": ["S", "Si", "Cl", "Cl", "Cl", "H"], "positions_angstrom": [[0.798, -1.825, 0.004], [0.931, 0.136, 0.483], [1.546, 1.642, -0.747], [0.472, 0.950, 2.302], [-2.361, -0.052, -1.126], [-1.385, -0.851, -0.916]]}

---

[3]
{"formula": "Cl3KO12", "method": "ωB97M-V/def2-TZVPD", "energy_ha": -2882.59706, "total_charge": -1, "lumo_ha": [0.0656, -0.1335], "s_squared": 0.76, "multiplicity": 2, "elements": ["K", "Cl", "O", "O", "O", "O", "Cl", "O", "O", "O", "O", "Cl", "O", "O", "O", "O"], "positions_angstrom": [[-1.844, -4.915, -20.110], [1.151, -6.193, -22.233], [-0.085, -5.538, -22.459], [2.165, -5.352, -21.615], [1.011, -7.091, -21.119], [1.595, -6.822, -23.366], [-2.734, -7.599, -18.222], [-3.190, -6.321, -17.951], [-2.839, -7.793, -19.671], [-1.448, -7.533, -17.777], [-3.379, -8.707, -17.591], [-5.773, -4.486, -20.933], [-6.139, -4.041, -22.245], [-6.699, -3.994, -19.940], [-5.478, -5.944, -20.820], [-4.456, -4.000, -20.688]]}

---

[4]
{"formula": "Cl3N3", "method": "ωB97M-V/def2-TZVPD", "e_above_lowest_kj_mol": 0.00, "energy_ha": -1544.63950, "total_charge": 0, "lumo_ha": [-0.0692, -0.0593], "elements": ["N", "N", "N", "Cl", "Cl", "Cl"], "positions_angstrom": [[0.677, 0.156, 1.437], [0.919, 0.614, 0.437], [-1.736, -0.419, -0.262], [2.459, 1.368, -0.108], [-1.613, -2.074, -0.267], [-0.706, 0.355, -1.237]]}

---

[5]
{"formula": "Cl3O12PbTi3", "method": "ωB97M-V/def2-TZVPD", "energy_ha": -5023.16746, "total_charge": 1, "lumo_ha": [-0.2037, -0.1926], "s_squared": 30.00, "multiplicity": 11, "elements": ["Pb", "Ti", "Ti", "Ti", "Cl", "O", "O", "O", "O", "Cl", "O", "O", "O", "O", "Cl", "O", "O", "O", "O"], "positions_angstrom": [[0.932, -13.612, -17.101], [4.538, -14.601, -21.949], [1.800, -8.417, -19.099], [-2.286, -11.168, -21.496], [2.561, -16.441, -23.575], [2.953, -16.880, -24.895], [2.609, -14.951, -23.465], [1.211, -17.012, -23.377], [3.561, -17.048, -22.716], [1.543, -12.085, -20.904], [2.481, -12.515, -21.870], [1.611, -12.910, -19.708], [2.107, -10.916, -20.471], [0.184, -12.013, -21.298], [-2.181, -14.974, -19.816], [-3.379, -14.959, -19.060], [-2.558, -14.474, -21.161], [-0.955, -14.279, -19.351], [-1.751, -16.259, -20.099]]}

---

[6]
{"formula": "Cl3O2PS", "method": "ωB97M-V/def2-TZVPD", "e_above_lowest_kj_mol": 173.60, "energy_ha": -2270.61524, "total_charge": 0, "lumo_ha": -0.0410, "elements": ["O", "O", "P", "S", "Cl", "Cl", "Cl"], "positions_angstrom": [[0.001, 1.044, 2.643], [0.138, 0.659, -0.311], [0.987, 0.507, 1.723], [0.179, -0.146, -1.523], [0.620, -1.548, 1.694], [-1.228, -1.622, -1.420], [-0.698, 1.106, -2.807]]}

---

[7]
{"formula": "Cl3OP", "method": "ωB97M-V/def2-TZVPD", "e_above_lowest_kj_mol": 0.00, "smiles": "O=P(Cl)(Cl)Cl", "energy_ha": -1797.24041, "total_charge": 0, "lumo_ha": -0.0662, "elements": ["O", "P", "Cl", "Cl", "Cl"], "positions_angstrom": [[1.405, -0.668, 0.345], [0.150, 0.018, 0.117], [0.374, 1.944, -0.276], [-1.139, -0.193, 1.604], [-0.789, -1.101, -1.790]]}

---

[8]
{"formula": "Cl3P", "method": "ωB97M-V/def2-TZVPD", "e_above_lowest_kj_mol": 296.50, "energy_ha": -1721.88200, "total_charge": 0, "lumo_ha": [-0.0942, -0.0730], "elements": ["P", "Cl", "Cl", "Cl"], "positions_angstrom": [[1.074, -0.632, -0.531], [-0.601, -0.727, 0.448], [-2.591, 0.531, -0.158], [2.118, 0.829, 0.240]]}

---

[9]
{"formula": "Cl4H3NSi2", "method": "ωB97M-V/def2-TZVPD", "e_above_lowest_kj_mol": 35.64, "smiles": "[SiH3]N(Cl)[Si](Cl)(Cl)Cl", "energy_ha": -2476.44650, "total_charge": 0, "lumo_ha": 0.0024, "elements": ["Si", "N", "Cl", "Si", "Cl", "Cl", "Cl", "H", "H", "H"], "positions_angstrom": [[-1.569, 0.070, 0.344], [-0.094, -0.580, -0.375], [0.081, -2.317, -0.248], [1.397, 0.428, -0.281], [2.288, -0.214, 1.459], [2.534, -0.163, -1.832], [0.996, 2.434, -0.254], [-2.633, -0.704, -0.594], [-1.502, 1.455, 0.111], [-1.498, -0.409, 1.669]]}

---

[10]
{"formula": "Cl4Na", "method": "ωB97M-V/def2-TZVPD", "e_above_lowest_kj_mol": 60.59, "energy_ha": -2003.12332, "total_charge": -3, "lumo_ha": 0.2245, "elements": ["Na", "Cl", "Cl", "Cl", "Cl"], "positions_angstrom": [[-0.044, -0.562, -0.620], [3.676, 0.151, -1.803], [-2.997, -2.952, 0.497], [-2.226, 2.751, -0.469], [1.591, 0.613, 2.395]]}

---

[11]
{"formula": "Cl6O24Pb", "method": "ωB97M-V/def2-TZVPD", "e_above_lowest_kj_mol": 0.00, "energy_ha": -4758.14500, "total_charge": -4, "lumo_ha": 0.3137, "elements": ["Pb", "Cl", "O", "O", "O", "O", "Cl", "O", "O", "O", "O", "Cl", "O", "O", "O", "O", "Cl", "O", "O", "O", "O", "Cl", "O", "O", "O", "O", "Cl", "O", "O", "O", "O"], "positions_angstrom": [[25.191, 0.167, 13.070], [24.298, -3.736, 12.390], [25.047, -4.037, 13.583], [24.604, -2.370, 12.008], [24.660, -4.693, 11.364], [22.864, -3.810, 12.555], [29.277, -0.177, 13.781], [27.899, -0.688, 13.802], [30.120, -1.157, 14.406], [29.658, -0.032, 12.382], [29.211, 1.127, 14.382], [24.609, 2.858, 15.185], [25.280, 4.072, 14.788], [25.653, 1.863, 15.449], [23.681, 3.059, 16.254], [23.826, 2.296, 14.092], [21.614, 0.314, 10.930], [20.686, 1.339, 11.363], [20.849, -0.891, 10.699], [22.214, 0.715, 9.688], [22.642, -0.019, 11.918], [26.742, -0.198, 9.055], [25.788, 0.634, 8.383], [28.054, 0.375, 8.827], [26.478, -0.272, 10.482], [26.553, -1.545, 8.542], [23.446, -1.311, 16.694], [24.565, -1.175, 17.608], [23.833, -0.793, 15.395], [22.935, -2.651, 16.624], [22.359, -0.497, 17.218]]}

---

[12]
{"formula": "ClCr", "method": "ωB97M-V/def2-TZVPD", "e_above_lowest_kj_mol": 68.64, "energy_ha": -1503.66275, "total_charge": 2, "lumo_ha": [-0.6236, -0.5487], "s_squared": 3.94, "multiplicity": 4, "elements": ["Cr", "Cl"], "positions_angstrom": [[0.433, -0.576, -0.540], [-0.433, 0.576, 0.540]]}